1.
{
  "formula": "C12H20BNO24S4",
  "method": "wB97M-V/def2-TZVPD",
  "relative_energy_kcal_mol": 162.7,
  "fmax_ev_per_a": 5.94,
  "e_lumo_ha": -0.09840,
  "charge": 0,
  "homo_energy_ev": -8.57,
  "symbols": ["S", "S", "S", "S", "O", "O", "O", "O", "O", "O", "O", "O", "O", "O", "O", "O", "O", "O", "O", "O", "O", "O", "O", "O", "O", "O", "O", "O", "N", "C", "C", "C", "C", "C", "C", "C", "C", "C", "C", "C", "C", "B", "H", "H", "H", "H", "H", "H", "H", "H", "H", "H", "H", "H", "H", "H", "H", "H", "H", "H", "H", "H"],
  "xyz": [[-4.39, 4.39, -4.79], [-3.91, 10.13, 2.74], [0.33, -5.68, -4.84], [5.30, -5.50, 6.78], [-0.36, -4.36, -5.03], [0.03, 1.87, 0.58], [-3.53, 4.43, -3.35], [-5.82, 4.03, -4.66], [-2.94, -3.99, 1.72], [6.68, -5.51, 7.72], [0.19, -1.51, -0.18], [-0.45, -0.11, 1.54], [-4.67, 10.21, 4.02], [-0.69, -6.93, -5.24], [5.57, -7.05, 6.23], [-2.31, 10.41, 2.97], [-0.42, -4.21, 3.45], [1.05, 0.15, -1.51], [-4.29, 6.06, -5.06], [5.40, -4.55, 5.65], [-3.53, 8.57, 2.31], [-3.61, 3.55, -5.74], [-1.86, -2.03, 1.07], [0.28, -6.12, -3.23], [4.04, -5.54, 7.57], [1.69, -5.88, -5.32], [0.17, -2.31, 2.17], [-4.42, 10.81, 1.57], [2.80, -0.36, -6.86], [-3.24, 5.73, -3.03], [-0.61, -3.34, 2.59], [7.62, -6.16, 7.03], [-1.98, -3.14, 1.78], [-1.56, -7.22, -4.23], [0.03, 0.67, 0.64], [0.44, -0.27, -0.50], [-3.90, 6.75, -3.87], [6.87, -7.50, 6.60], [-1.52, 9.34, 3.47], [-2.19, 8.16, 2.76], [-1.00, -6.56, -2.93], [-0.49, -1.52, 1.10], [7.94, -5.67, 6.11], [-1.55, 9.34, 4.56], [-1.74, -5.76, -2.84], [6.68, -8.16, 7.45], [2.69, -0.20, -5.87], [3.47, 0.19, -7.39], [-2.16, 7.25, 3.36], [-2.15, 5.85, -3.08], [-3.13, 7.51, -3.96], [1.91, -0.38, -7.33], [-1.74, 7.95, 1.79], [7.38, -8.03, 5.80], [-3.50, 5.93, -1.99], [3.07, -1.32, -7.02], [-2.62, -7.09, -4.42], [8.47, -6.53, 7.60], [-1.54, -8.31, -4.11], [-1.02, -7.18, -2.04], [-4.76, 7.22, -3.38], [-0.52, 9.48, 3.07]]
}

2.
{
  "formula": "C6H16N3",
  "method": "wB97M-V/def2-TZVPD",
  "relative_energy_kcal_mol": 69.1,
  "fmax_ev_per_a": 5.31,
  "e_lumo_ha": -0.11632,
  "charge": 1,
  "homo_energy_ev": -12.02,
  "symbols": ["N", "N", "N", "C", "C", "C", "C", "C", "C", "H", "H", "H", "H", "H", "H", "H", "H", "H", "H", "H", "H", "H", "H", "H", "H"],
  "xyz": [[0.80, 0.59, 1.03], [0.20, -0.93, -1.10], [-0.15, -0.12, 1.70], [-1.15, 0.70, 2.34], [-0.54, 1.42, -1.15], [1.86, 0.74, -1.67], [0.67, 0.44, -0.90], [-0.92, -1.50, -0.20], [-0.27, -1.47, 1.26], [1.76, 1.71, -2.12], [-1.76, 0.07, 2.88], [-1.33, 0.97, -0.64], [-0.72, -2.10, 2.11], [-0.31, 2.30, -0.67], [-1.89, -0.94, -0.38], [-0.77, 1.54, -2.16], [1.95, 0.04, -2.52], [-0.63, 1.49, 2.93], [2.74, 0.68, -1.08], [0.79, -1.85, 1.16], [-0.11, -1.10, -2.01], [-1.20, -2.55, -0.57], [1.75, 0.15, 1.06], [-1.74, 1.28, 1.65], [0.98, -1.56, -0.97]]
}

3.
{
  "formula": "C26H42Cl3N4O4PbSi",
  "method": "wB97M-V/def2-TZVPD",
  "relative_energy_kcal_mol": 43.1,
  "fmax_ev_per_a": 2.56,
  "e_lumo_ha": 0.07593,
  "charge": -1,
  "homo_energy_ev": -4.88,
  "symbols": ["Pb", "Cl", "Cl", "Cl", "Si", "O", "O", "O", "O", "N", "N", "N", "N", "C", "C", "C", "C", "C", "C", "C", "C", "C", "C", "C", "C", "C", "C", "C", "C", "C", "C", "C", "C", "C", "C", "C", "C", "C", "C", "H", "H", "H", "H", "H", "H", "H", "H", "H", "H", "H", "H", "H", "H", "H", "H", "H", "H", "H", "H", "H", "H", "H", "H", "H", "H", "H", "H", "H", "H", "H", "H", "H", "H", "H", "H", "H", "H", "H", "H", "H", "H"],
  "xyz": [[1.22, 0.78, 0.11], [0.14, 2.23, 2.09], [1.37, 3.23, -0.80], [1.44, 1.98, -3.73], [3.01, 2.24, -1.99], [-0.95, 0.85, -1.02], [2.08, -1.74, 5.02], [0.12, -1.25, 1.35], [0.80, -1.37, -1.82], [-1.11, -1.58, -3.05], [-1.32, -1.65, 3.06], [3.57, -0.66, 1.29], [4.13, -2.50, 5.71], [-2.78, 2.20, -1.75], [-0.45, -1.18, -4.27], [-2.98, 0.66, 0.31], [5.48, -2.06, 1.64], [-1.45, -3.04, 2.64], [4.26, 2.17, -0.41], [-3.70, 1.28, 1.34], [3.28, -1.94, 4.77], [-4.68, 0.55, 2.04], [-4.88, -0.81, 1.77], [3.41, 0.47, -2.58], [5.06, -2.33, 2.94], [-3.93, 1.72, -2.23], [3.77, 3.70, -2.91], [-2.04, 1.51, -0.58], [-2.06, -1.15, 4.21], [-4.63, 2.28, -3.42], [-4.14, -1.41, 0.74], [3.88, -1.73, 3.42], [-0.39, -1.69, -1.91], [-0.44, -0.90, 2.41], [-3.16, -0.68, 0.06], [4.69, -1.22, 0.84], [3.18, -0.86, 2.56], [-2.52, -1.89, -3.13], [-2.03, 3.31, -2.40], [3.41, 0.48, -3.68], [3.43, 4.63, -2.43], [-2.55, -1.12, -0.73], [3.77, -2.56, 6.65], [-5.50, 1.66, -3.64], [-2.41, -3.20, 2.13], [-1.72, -1.64, 5.13], [-3.15, -1.00, -2.92], [5.60, -3.00, 3.59], [4.65, 3.17, -0.14], [0.42, -1.83, -4.47], [6.38, -2.48, 1.24], [-3.98, 2.26, -4.30], [-2.78, -2.68, -2.42], [-4.98, 3.32, -3.26], [-1.20, 2.90, -2.99], [-5.67, -1.36, 2.28], [5.00, -1.00, -0.18], [-5.25, 1.05, 2.82], [-1.57, 3.98, -1.67], [5.15, 1.54, -0.56], [-1.88, -0.07, 4.29], [-3.13, -1.32, 4.08], [-4.45, 0.91, -1.70], [-0.27, 0.09, 2.86], [-2.74, -2.23, -4.15], [-3.50, 2.35, 1.54], [-1.41, -3.70, 3.52], [2.27, -0.34, 2.88], [-1.18, -1.28, -5.08], [4.86, 3.71, -2.90], [4.41, 0.19, -2.24], [-2.65, 3.91, -3.05], [3.81, 1.78, 0.53], [3.40, 3.67, -3.94], [-0.10, -0.14, -4.22], [-0.63, -3.26, 1.95], [-1.71, 2.35, 0.06], [5.13, -2.44, 5.58], [-4.28, -2.45, 0.50], [-0.96, -2.06, -1.06], [2.70, -0.29, -2.23]]
}

4.
{
  "formula": "C5H12N3",
  "method": "wB97M-V/def2-TZVPD",
  "relative_energy_kcal_mol": 90.8,
  "fmax_ev_per_a": 4.66,
  "e_lumo_ha": -0.11622,
  "charge": 1,
  "smiles": "C[C@H]1N=CN(C)[N@@H+]1C",
  "homo_energy_ev": -13.50,
  "symbols": ["N", "N", "N", "C", "C", "C", "C", "C", "H", "H", "H", "H", "H", "H", "H", "H", "H", "H", "H", "H"],
  "xyz": [[-0.12, -0.93, 0.80], [-0.74, 1.15, 1.30], [0.12, -0.17, -0.46], [0.49, -2.17, 1.13], [-0.58, -0.04, 1.73], [-1.50, 1.86, -0.93], [1.42, -0.22, -1.12], [-0.38, 1.34, -0.06], [-2.46, 1.26, -1.06], [2.11, -0.64, -0.29], [-1.24, 1.89, -2.08], [1.89, 0.83, -1.33], [0.27, -2.49, 2.20], [1.57, -1.89, 1.13], [-1.69, 2.94, -0.51], [-0.70, -0.57, -1.05], [1.44, -0.81, -2.12], [0.28, -2.86, 0.36], [-0.74, -0.35, 2.68], [0.58, 1.86, -0.32]]
}

5.
{
  "formula": "C4H12N3",
  "method": "wB97M-V/def2-TZVPD",
  "relative_energy_kcal_mol": 69.6,
  "fmax_ev_per_a": 0.55,
  "e_lumo_ha": -0.19808,
  "charge": 1,
  "homo_energy_ev": -12.34,
  "symbols": ["N", "N", "N", "C", "C", "C", "C", "H", "H", "H", "H", "H", "H", "H", "H", "H", "H", "H", "H"],
  "xyz": [[1.14, -2.72, 0.94], [-0.31, 1.78, 0.33], [1.36, -1.63, -1.31], [-1.65, 1.62, -0.09], [-2.07, 2.20, -1.21], [0.75, -1.69, 0.00], [0.18, 1.30, 1.41], [2.13, -2.68, 1.12], [-0.33, -1.76, -0.14], [1.22, 1.48, 1.63], [0.31, 2.27, -0.30], [2.37, -1.58, -1.23], [-3.09, 2.08, -1.54], [0.95, -3.64, 0.55], [-0.45, 0.72, 2.07], [1.18, -2.49, -1.81], [0.92, -0.72, 0.48], [-2.26, 1.00, 0.55], [-1.40, 2.79, -1.82]]
}

6.
{
  "formula": "C5H11N",
  "method": "wB97M-V/def2-TZVPD",
  "relative_energy_kcal_mol": 34.9,
  "fmax_ev_per_a": 0.33,
  "e_lumo_ha": 0.04647,
  "charge": 0,
  "smiles": "CCN1C[C@H]1C",
  "homo_energy_ev": -8.82,
  "symbols": ["N", "C", "C", "C", "C", "C", "H", "H", "H", "H", "H", "H", "H", "H", "H", "H", "H"],
  "xyz": [[-0.52, 0.58, 0.21], [-1.81, -0.05, 0.19], [0.36, 0.69, 1.35], [1.77, 0.24, 0.94], [-0.29, -0.41, -2.02], [-0.64, -0.63, -0.55], [-1.11, -0.60, -2.72], [0.37, 1.75, 1.63], [1.95, -0.80, 1.23], [2.55, 0.86, 1.39], [0.01, 0.13, 2.23], [-2.14, -0.56, 1.10], [-2.61, 0.47, -0.34], [0.57, -1.02, -2.32], [-0.28, -1.57, -0.12], [0.00, 0.64, -2.12], [1.87, 0.31, -0.15]]
}

7.
{
  "formula": "C26H30N2OS2W",
  "method": "wB97M-V/def2-TZVPD",
  "relative_energy_kcal_mol": 0.0,
  "fmax_ev_per_a": 1.37,
  "e_lumo_ha": [-0.54751, -0.55023],
  "charge": 4,
  "homo_energy_ev": [-20.31, -20.31],
  "symbols": ["W", "S", "S", "O", "N", "N", "C", "C", "C", "C", "C", "C", "C", "C", "C", "C", "C", "C", "C", "C", "C", "C", "C", "C", "C", "C", "C", "C", "C", "C", "C", "C", "H", "H", "H", "H", "H", "H", "H", "H", "H", "H", "H", "H", "H", "H", "H", "H", "H", "H", "H", "H", "H", "H", "H", "H", "H", "H", "H", "H", "H", "H"],
  "xyz": [[1.12, -0.17, 0.24], [1.17, -2.31, -0.49], [2.12, 1.58, -0.74], [-0.70, 0.28, 0.01], [3.08, -0.34, 1.33], [0.54, -0.97, 2.21], [0.00, -2.87, 0.67], [-2.93, 3.83, -1.25], [-1.36, 3.04, 0.47], [4.95, -1.86, -1.53], [-1.58, 0.40, -1.06], [-0.70, -4.04, 0.36], [3.67, -0.61, 0.04], [-4.57, 4.81, -2.88], [-3.11, 1.35, -2.63], [-2.23, 1.51, -1.45], [-0.24, -2.18, 1.89], [-1.63, -4.53, 1.25], [-0.30, 0.05, 2.95], [4.29, -1.24, -2.61], [1.74, -1.29, 3.09], [-3.82, 2.43, -3.06], [4.61, -1.59, -0.21], [-3.23, 0.04, -3.35], [3.01, 0.08, -1.04], [2.98, -1.51, 2.26], [-1.19, -2.67, 2.75], [-1.88, -3.85, 2.44], [-3.76, 3.68, -2.41], [3.70, 0.85, 2.01], [-2.18, 2.81, -0.76], [3.33, -0.30, -2.38], [-3.91, 0.14, -4.20], [-0.29, 2.94, 0.27], [1.51, -2.17, 3.70], [1.88, -0.45, 3.77], [-1.26, 0.15, 2.46], [-3.64, -0.73, -2.70], [-4.46, 2.32, -3.93], [-2.59, -4.24, 3.15], [-2.28, -0.30, -3.75], [-4.09, 5.77, -2.68], [0.23, 1.01, 2.96], [3.86, -1.58, 2.90], [-1.53, 4.05, 0.84], [-0.45, -0.25, 3.98], [-1.71, -0.53, -1.59], [-1.40, -2.18, 3.70], [2.87, 0.23, -3.21], [5.10, -2.12, 0.60], [5.74, -2.58, -1.73], [4.57, -1.49, -3.63], [-2.17, -5.45, 1.03], [4.68, 0.56, 2.39], [2.92, -2.43, 1.67], [-4.84, 4.72, -3.93], [-0.51, -4.57, -0.57], [-2.91, 4.79, -0.76], [-5.51, 4.82, -2.31], [-1.64, 2.35, 1.27], [3.08, 1.17, 2.84], [3.83, 1.67, 1.31]]
}

8.
{
  "formula": "C22H37F5N3O3P2",
  "method": "wB97M-V/def2-TZVPD",
  "fmax_ev_per_a": 1.31,
  "e_lumo_ha": 0.09366,
  "charge": -1,
  "homo_energy_ev": -4.88,
  "symbols": ["P", "P", "F", "F", "F", "F", "F", "O", "O", "O", "N", "N", "N", "C", "C", "C", "C", "C", "C", "C", "C", "C", "C", "C", "C", "C", "C", "C", "C", "C", "C", "C", "C", "C", "C", "H", "H", "H", "H", "H", "H", "H", "H", "H", "H", "H", "H", "H", "H", "H", "H", "H", "H", "H", "H", "H", "H", "H", "H", "H", "H", "H", "H", "H", "H", "H", "H", "H", "H", "H", "H", "H"],
  "xyz": [[0.02, -2.25, -0.69], [-0.44, -0.56, 0.78], [4.89, -0.24, -0.42], [-1.87, -2.57, -2.74], [3.55, 0.59, -1.90], [-1.64, -4.56, -0.46], [3.36, 1.18, 0.20], [0.47, -3.59, -1.70], [0.36, 0.72, 0.67], [2.68, -4.43, 0.61], [-3.33, 1.68, 2.64], [-5.82, 5.53, 1.44], [8.92, 0.75, -1.90], [-5.51, 2.07, 2.60], [1.71, -4.20, -1.69], [2.65, -1.05, -0.38], [2.10, -5.11, -0.52], [-4.27, 2.67, 2.54], [1.00, -6.01, -0.02], [1.46, -1.13, -1.33], [-4.95, 6.57, 1.32], [-5.62, 7.72, 1.66], [7.64, 2.48, -1.42], [-3.94, 0.47, 2.75], [-5.29, 0.67, 2.73], [9.73, 1.84, -1.93], [8.97, 2.94, -1.64], [-2.86, -2.73, 0.18], [-1.06, -1.59, -2.16], [7.64, 1.13, -1.59], [-1.89, -0.34, -1.97], [-7.04, 5.99, 1.85], [3.58, 0.12, -0.62], [-1.45, -3.30, 0.13], [-6.95, 7.35, 2.00], [3.54, -4.13, 0.32], [2.56, -3.53, -1.86], [0.87, -2.75, 0.38], [0.31, -6.25, -0.83], [-2.41, -0.14, -2.91], [6.84, 0.40, -1.52], [0.46, -5.58, 0.81], [-7.86, 5.31, 2.01], [-2.65, -0.41, -1.20], [-1.80, -0.18, 0.92], [-3.36, -0.43, 2.83], [-1.24, 0.52, -1.79], [-6.05, -0.10, 2.79], [-3.35, -2.82, -0.78], [-1.11, -3.50, 1.15], [-5.60, 4.57, 1.25], [-5.20, 8.71, 1.67], [-6.45, 2.58, 2.56], [1.82, -1.57, -2.27], [6.78, 3.08, -1.17], [9.21, -0.20, -2.08], [9.32, 3.96, -1.58], [1.13, -0.14, -1.60], [2.89, -5.75, -0.93], [1.73, -4.87, -2.56], [-2.33, 1.83, 2.61], [-3.98, 3.70, 2.45], [-0.33, -1.34, -2.93], [-2.95, -1.70, 0.51], [10.78, 1.75, -2.16], [2.29, -0.94, 0.65], [-3.93, 6.42, 1.00], [-0.19, -1.12, 2.07], [3.26, -1.95, -0.39], [-3.46, -3.32, 0.87], [-7.74, 8.00, 2.32], [1.43, -6.95, 0.32]]
}

9.
{
  "formula": "C24H23F10HfN4S4",
  "method": "wB97M-V/def2-TZVPD",
  "relative_energy_kcal_mol": 0.0,
  "fmax_ev_per_a": 1.10,
  "e_lumo_ha": -0.10253,
  "charge": 1,
  "homo_energy_ev": -10.97,
  "symbols": ["Hf", "S", "S", "S", "S", "F", "F", "F", "F", "F", "F", "F", "F", "F", "F", "N", "N", "N", "N", "C", "C", "C", "C", "C", "C", "C", "C", "C", "C", "C", "C", "C", "C", "C", "C", "C", "C", "C", "C", "C", "C", "C", "C", "H", "H", "H", "H", "H", "H", "H", "H", "H", "H", "H", "H", "H", "H", "H", "H", "H", "H", "H", "H", "H", "H", "H"],
  "xyz": [[-0.12, -0.03, -0.02], [-1.47, -0.31, -2.15], [1.71, -1.23, -1.78], [2.65, 0.89, 0.63], [1.56, -2.10, 1.47], [1.20, 1.38, -2.82], [-1.24, 4.56, -5.23], [-5.61, -3.76, 0.05], [-4.05, -5.54, -1.29], [-2.14, 3.97, -0.68], [-2.62, 5.20, -2.97], [-4.62, -1.56, 1.09], [0.68, 2.60, -5.09], [-1.36, -5.00, -1.54], [-0.34, -2.78, -0.44], [-3.45, 1.21, -0.78], [-0.40, 1.02, 2.22], [-0.07, 2.04, -0.38], [-1.71, -1.02, 0.98], [-2.68, 0.59, -1.37], [-2.17, -4.19, -0.87], [-1.40, 0.24, 2.99], [-1.67, -3.05, -0.28], [2.53, -3.06, 0.25], [-3.76, -2.40, 0.51], [-1.66, 4.28, -2.92], [3.41, 0.92, -1.00], [2.97, -1.33, 2.32], [-4.30, -3.54, -0.06], [0.00, 2.98, -4.01], [0.28, 2.37, -2.79], [2.20, -2.89, -1.23], [-2.39, -2.12, 0.45], [-0.97, 2.34, 1.84], [-2.43, -0.35, 2.08], [3.33, -0.39, -1.78], [0.71, 1.27, 3.16], [-0.97, 3.96, -4.08], [-0.07, 2.95, 0.79], [-3.52, -4.45, -0.74], [3.72, -0.30, 1.49], [-0.36, 2.69, -1.60], [-1.37, 3.65, -1.73], [2.57, -0.89, 3.23], [-1.96, 2.21, 1.41], [-0.87, -0.57, 3.49], [2.41, -4.11, 0.51], [-1.85, 0.87, 3.76], [3.06, -3.16, -1.84], [4.40, 0.27, 2.13], [4.33, -0.78, 0.73], [0.34, 1.80, 4.04], [3.64, -2.12, 2.62], [1.38, -3.54, -1.54], [0.94, 3.09, 1.16], [-0.44, 3.93, 0.53], [1.50, 1.87, 2.71], [2.90, 1.72, -1.52], [4.04, -1.12, -1.39], [4.45, 1.21, -0.89], [-3.12, 0.40, 1.70], [1.12, 0.32, 3.49], [3.59, -0.20, -2.82], [3.57, -2.80, 0.43], [-3.01, -1.07, 2.65], [-1.05, 2.98, 2.73]]
}

10.
{
  "formula": "C4H5NO",
  "method": "wB97M-V/def2-TZVPD",
  "relative_energy_kcal_mol": 49.8,
  "fmax_ev_per_a": 0.89,
  "e_lumo_ha": 0.03648,
  "charge": 0,
  "smiles": "O=C1C[C@H]2N[C@@H]12",
  "homo_energy_ev": -9.62,
  "symbols": ["O", "N", "C", "C", "C", "C", "H", "H", "H", "H", "H"],
  "xyz": [[-1.48, 1.21, 1.31], [0.92, 0.84, -0.87], [-0.82, -0.78, -0.12], [0.64, -0.54, -0.50], [0.82, 0.51, 0.55], [-0.69, 0.47, 0.77], [0.10, 1.35, -1.20], [1.35, -1.29, -0.84], [1.65, 0.73, 1.22], [-0.88, -1.65, 0.54], [-1.60, -0.84, -0.88]]
}

11.
{
  "formula": "C6H13N",
  "method": "wB97M-V/def2-TZVPD",
  "s_squared": 0.7524,
  "relative_energy_kcal_mol": 78.6,
  "fmax_ev_per_a": 4.73,
  "e_lumo_ha": [-0.17456, -0.29188],
  "multiplicity": 2,
  "charge": 1,
  "homo_energy_ev": [-15.11, -15.11],
  "symbols": ["N", "C", "C", "C", "C", "C", "C", "H", "H", "H", "H", "H", "H", "H", "H", "H", "H", "H", "H", "H"],
  "xyz": [[0.30, 2.26, -0.83], [-0.65, -1.96, -0.80], [0.21, 2.32, 1.66], [-0.32, 0.25, 0.50], [-0.70, -0.38, -0.77], [0.78, -2.53, -0.25], [-0.01, 1.62, 0.47], [-0.83, -2.52, -1.86], [-0.46, 2.10, -1.43], [-1.73, -0.04, -1.09], [0.55, -3.58, -0.21], [-0.16, -0.46, 1.41], [-0.29, 3.26, 1.66], [-1.25, -2.20, 0.01], [1.24, 2.50, 1.93], [0.97, -2.19, 0.79], [-0.53, 1.82, 2.45], [0.07, 0.19, -1.44], [1.66, -2.23, -0.99], [1.14, 1.78, -1.20]]
}

12.
{
  "formula": "CH4N2O",
  "method": "wB97M-V/def2-TZVPD",
  "relative_energy_kcal_mol": 149.5,
  "fmax_ev_per_a": 7.17,
  "e_lumo_ha": 0.02255,
  "charge": 0,
  "homo_energy_ev": -9.44,
  "symbols": ["O", "N", "N", "C", "H", "H", "H", "H"],
  "xyz": [[1.50, -0.74, 0.11], [-0.33, 0.53, 0.29], [-1.18, -0.55, -0.15], [1.04, 0.35, 0.04], [-1.72, -0.77, 1.08], [-0.79, 1.40, -0.63], [-0.19, -1.52, -0.50], [1.66, 1.30, -0.26]]
}